[1]
# C7H12ClN3O6

2 unconnected molecules or ions with the total composition C7H12ClN3O6 at a distorted geometry (ωB97M-V with the def2-TZVPD basis set, the Open Molecules 2025 dataset).

Each line ends with the natural charge from an NBO analysis.
Atoms and positions in Å:
N (2.81401, -0.48410, 2.49276)  -0.855
C (2.59189, -0.10876, 1.11922)  -0.060
N (2.34374, 1.33677, 0.91343)  -0.342
N (3.12977, 2.16659, 1.77587)  -0.633
C (0.98332, 1.69181, 0.96284)  0.888
O (0.51412, 2.67185, 0.44974)  -0.572
O (0.21820, 0.83888, 1.72888)  -0.535
C (-1.04703, 0.50241, 1.18096)  -0.187
C (-1.97915, 0.23963, 2.35227)  0.541
O (-2.17593, -0.82224, 2.84274)  -0.470
Cl (-2.76057, 1.70254, 2.98263)  -0.072
H (1.97130, -0.79282, 2.95548)  0.369
H (3.55398, -1.15840, 2.60063)  0.371
H (3.48772, -0.33464, 0.53577)  0.193
H (1.74540, -0.63704, 0.67195)  0.195
H (2.64910, 2.34276, 2.65422)  0.345
H (3.23631, 3.05601, 1.30147)  0.362
H (-1.44216, 1.32105, 0.57441)  0.226
H (-0.98818, -0.41083, 0.58173)  0.228
C (-1.93597, -0.52600, -3.67148)  -0.100
C (-2.62356, -1.85864, -3.44087)  -0.101
O (-1.70332, -2.52600, -2.56840)  -0.482
C (-0.96463, -1.59361, -1.93412)  0.973
O (-0.23127, -1.80983, -1.02195)  -0.590
O (-1.17605, -0.37000, -2.46676)  -0.488
H (-2.62203, 0.30790, -3.78765)  0.209
H (-1.24630, -0.55138, -4.51607)  0.190
H (-3.57808, -1.75215, -2.92353)  0.189
H (-2.76465, -2.44178, -4.34617)  0.208

Summary:
Structure (SMILES) = NCN(N)C(=O)OCC(=O)Cl.O=C1OCCO1
HOMO = -9.39 eV
Energy = -36730.3026 eV
Gap between HOMO and LUMO = 9.81 eV

=====

[2]
# C5H11NO2

C5H11NO2 in the gas phase at a distorted geometry (ωB97M-V with the def2-TZVPD basis set, the Open Molecules 2025 dataset).

Each line ends with the natural charge from an NBO analysis.
Atoms and positions in Å:
C (-0.62266, 0.43165, -0.43575)  -0.154
C (-1.51862, -0.62127, 0.21775)  0.801
C (0.89895, 0.13888, -0.25291)  -0.205
C (1.30839, 0.34521, 1.23585)  -0.621
C (1.34506, -1.19524, -0.83167)  -0.612
H (-0.33914, 2.44130, -0.35863)  0.355
H (-1.90151, 1.99305, -0.32791)  0.368
H (-0.88347, 0.30466, -1.44419)  0.189
H (1.42811, 0.89527, -0.83525)  0.193
H (0.92720, -0.46959, 1.88215)  0.222
H (0.93339, 1.29967, 1.64414)  0.223
H (2.37878, 0.36208, 1.26169)  0.204
H (0.99291, -2.00628, -0.25298)  0.223
H (0.93081, -1.32539, -1.80991)  0.204
H (2.45059, -1.33401, -0.81652)  0.213
H (-3.28952, -1.09532, 0.29999)  0.492
N (-1.01506, 1.74845, 0.08351)  -0.813
O (-1.17746, -1.57240, 0.87843)  -0.581
O (-2.84674, -0.34071, -0.13778)  -0.702

Summary:
Structure (SMILES) = CC(C)[C@H](N)C(=O)O
HOMO = -9.81 eV
Energy = -10948.7306 eV
Gap between HOMO and LUMO = 10.58 eV

=====

[3]
# C3H4N2O3

C3H4N2O3 in the gas phase at a distorted geometry (ωB97M-V with the def2-TZVPD basis set, the Open Molecules 2025 dataset).

Each line ends with the natural charge from an NBO analysis.
Atoms and positions in Å:
C (0.59950, 0.87448, 0.62032)  0.622
C (0.15073, -0.30770, -0.11349)  -0.006
C (0.90874, -1.58511, -0.08170)  0.383
H (0.02421, 2.64667, 1.52126)  0.420
H (-1.15801, 1.74546, 0.51538)  0.399
H (0.89403, -2.16868, -1.03772)  0.140
H (-1.97102, -0.69050, -2.05280)  0.486
N (-0.32578, 1.80579, 1.01879)  -0.811
N (-0.86011, -0.09273, -0.81221)  -0.079
O (1.77637, 0.98922, 0.97317)  -0.585
O (1.29951, -2.07721, 0.94892)  -0.448
O (-1.33817, -1.13969, -1.49990)  -0.521

Summary:
Structure (SMILES) = NC(=O)/C(C=O)=N/O
HOMO = -9.95 eV
Energy = -12296.3112 eV
Gap between HOMO and LUMO = 9.67 eV

=====

[4]
# C8H19ClO4OsSe2

A molecular structure, C8H19ClO4OsSe2 (ωB97M-V with the def2-TZVPD basis set, the Open Molecules 2025 dataset).

Each line ends with the natural charge from an NBO analysis.
Atoms and positions in Å:
Os (0.85698, 0.16452, 0.53721)  1.343
C (-0.09564, 0.96743, 3.80217)  -0.757
Se (1.50326, 0.16794, 3.00976)  0.546
C (1.13842, -1.73084, 3.41105)  -0.556
C (0.06963, -2.38518, 2.55911)  -0.579
Se (0.62897, -2.51105, 0.68179)  0.467
C (-1.09739, -2.89870, -0.13919)  -0.751
H (0.00863, 0.83159, 4.87653)  0.272
H (-0.99328, 0.49307, 3.41932)  0.250
H (-0.08147, 2.02699, 3.55825)  0.272
H (0.85187, -1.73232, 4.46337)  0.281
H (2.10343, -2.23035, 3.32659)  0.267
H (-0.88382, -1.85857, 2.59111)  0.247
H (-0.08540, -3.40964, 2.89965)  0.282
H (-1.37020, -3.90667, 0.16347)  0.270
H (-0.94403, -2.86237, -1.21497)  0.266
H (-1.83166, -2.16688, 0.18222)  0.252
O (-2.16627, 2.38725, 0.05548)  -0.654
Cl (-1.64840, 1.15771, -0.34160)  2.508
O (-0.20346, 1.34322, -0.85518)  -0.831
O (-2.37669, 0.42431, -1.28290)  -0.674
O (-1.32932, 0.29031, 0.85928)  -0.867
C (2.39038, 0.96922, -2.71994)  -0.609
C (2.50283, 0.04505, -1.50911)  -0.228
C (3.53548, -1.06854, -1.67383)  -0.609
C (2.64980, 0.80343, -0.20034)  -0.567
H (2.16182, 0.39889, -3.61823)  0.246
H (3.35276, 1.46237, -2.86473)  0.245
H (1.62653, 1.73393, -2.59047)  0.233
H (1.49775, -0.50908, -1.46248)  0.200
H (4.52505, -0.62772, -1.79857)  0.250
H (3.31735, -1.66164, -2.56006)  0.247
H (3.56610, -1.73310, -0.80832)  0.210
H (2.64865, 1.89251, -0.28386)  0.267
H (3.46012, 0.45959, 0.44929)  0.261

Summary:
HOMO (spin up / spin down) = -16.18 / -17.88 eV
Total charge = +2
Multiplicity = 5
Energy = -162448.7210 eV
Gap between HOMO and LUMO (spin up / spin down) = 7.88 / 7.66 eV

=====

[5]
# C13H11AsN3OPdS6Te

A molecular structure, C13H11AsN3OPdS6Te (ωB97M-V with the def2-TZVPD basis set, the Open Molecules 2025 dataset).

Each line ends with the Löwdin charge.
Atoms and positions in Å:
Pd (-0.05856, -0.89168, 0.17999)  0.076
S (0.26906, -0.78427, 3.54014)  -0.092
As (0.01246, -2.61644, 2.55844)  -0.479
S (-1.68884, -2.21557, 1.06293)  -0.004
S (1.37367, -2.56140, 0.77306)  0.063
S (-0.14332, -4.43832, 3.51687)  -0.102
Te (-0.56601, -2.43190, -1.82762)  1.024
C (1.35241, -2.68686, -2.56614)  -1.063
C (2.21862, -1.73439, -3.03853)  -0.254
C (3.47847, -2.26401, -3.40670)  -0.191
C (3.54124, -3.61479, -3.21253)  -0.416
S (2.09631, -4.23401, -2.55761)  0.917
H (1.95627, -0.68799, -3.10259)  0.094
H (4.29519, -1.65518, -3.76490)  0.082
H (4.37436, -4.26925, -3.41462)  0.063
N (1.42474, 0.47690, -0.42852)  0.006
C (2.59878, 0.52547, -0.43953)  -0.370
N (3.85975, 0.69155, -0.39353)  0.083
C (4.59620, 0.50006, -1.47756)  -0.399
N (5.30679, 0.37348, -2.38312)  0.089
C (-1.01309, 2.15483, -1.16370)  -0.220
S (-1.75027, 0.74922, -0.35082)  0.695
O (-2.90159, 0.31513, -1.15812)  -0.495
C (-2.35218, 1.53273, 1.12787)  -0.379
C (-3.71984, 1.69395, 1.26708)  -0.064
C (-4.20250, 2.28889, 2.42368)  -0.076
C (-3.32053, 2.69952, 3.41393)  -0.079
C (-1.95300, 2.51382, 3.26120)  -0.072
C (-1.45678, 1.91982, 2.11227)  -0.113
H (-1.80525, 2.88176, -1.33350)  0.068
H (-0.59270, 1.78897, -2.09861)  0.058
H (-0.21374, 2.54503, -0.53872)  0.048
H (-4.37796, 1.34107, 0.48418)  0.109
H (-5.26865, 2.41850, 2.55695)  0.102
H (-3.70261, 3.14979, 4.32120)  0.101
H (-1.27036, 2.80138, 4.04936)  0.110
H (-0.39651, 1.72418, 2.00781)  0.079

Summary:
HOMO = -5.05 eV
Total charge = -1
Energy = -156802.2336 eV
Gap between HOMO and LUMO = 5.45 eV

=====

[6]
# C8H17N2OS2

A gas-phase ion, C8H17N2OS2 (charge +1) at a distorted geometry (ωB97M-V with the def2-TZVPD basis set, the Open Molecules 2025 dataset).

Each line ends with the natural charge from an NBO analysis.
Atoms and positions in Å:
C (-3.66897, -1.41305, -0.86820)  0.178
C (-2.59627, -0.92588, -0.61569)  -0.181
C (-5.02516, -1.92182, -1.01816)  -0.708
C (3.51156, 1.56885, -0.53792)  -0.629
C (-0.69009, -1.07468, 1.52271)  -0.447
C (2.03971, -0.53068, -0.04278)  -0.080
C (-1.30323, -0.40134, -0.82600)  -0.026
C (2.18987, 0.88058, -0.73899)  -0.088
N (-0.37207, -0.64641, 0.14624)  -0.213
N (1.07067, 1.63717, -0.02274)  -0.795
O (0.81828, -1.23642, -0.22767)  -0.376
S (-2.65044, 2.17870, 0.86537)  -0.087
S (-1.60294, 1.79645, -0.85242)  -0.172
H (-5.47131, -1.79784, -0.06467)  0.255
H (-5.54680, -1.26401, -1.80526)  0.261
H (-5.12208, -3.09317, -1.32547)  0.267
H (3.90759, 1.49564, 0.61893)  0.229
H (4.24462, 1.04434, -1.16748)  0.253
H (3.39302, 2.55878, -0.87676)  0.230
H (-0.92129, -2.15596, 1.34033)  0.235
H (0.33304, -1.01420, 2.03522)  0.208
H (-1.30889, -0.39542, 2.13671)  0.252
H (2.93154, -1.19399, -0.30963)  0.251
H (1.95387, -0.31349, 1.12811)  0.161
H (-0.77954, -0.49612, -1.81046)  0.261
H (1.98710, 0.85554, -1.85152)  0.237
H (0.14540, 1.06048, -0.01136)  0.489
H (0.97068, 2.40865, -0.65776)  0.446
H (1.31573, 1.79366, 0.99877)  0.442
H (-3.76072, 2.00833, 0.18846)  0.149

Summary:
Structure (SMILES) = CC#C[C@@H](SS)N(C)OC[C@H](C)[NH3+]
HOMO = -11.54 eV
Total charge = +1
Energy = -35257.4090 eV
Gap between HOMO and LUMO = 8.56 eV